[1]
C5H34N2O12 | the ωB97M-V functional and the def2-TZVPD basis

```
53
Properties=species:S:1:pos:R:3
C -1.407 -1.925 -0.260
O -1.215 -0.533 -0.321
C -2.208 -2.379 0.968
C -1.978 -1.850 2.453
C -1.436 -0.385 2.760
C -1.950 0.630 2.072
N -1.474 1.952 1.699
N -0.220 -0.401 3.451
H -0.366 -2.277 -0.094
H -1.839 -2.227 -1.236
H -0.342 -0.168 -0.170
H -2.009 -3.472 1.101
H -3.240 -2.401 0.607
H -1.167 -2.498 2.896
H -2.921 -1.992 2.957
H -2.952 0.473 1.647
H -0.463 2.047 1.661
H -1.840 2.585 2.400
H 0.010 -1.266 3.906
H 0.453 0.265 3.117
H 0.845 -2.192 1.855
H 1.717 -1.401 0.808
O 1.622 -2.223 1.289
H 1.930 1.537 -3.090
H 0.661 0.464 -3.372
O 1.588 0.691 -3.410
H -2.023 0.741 -1.085
H -3.003 1.878 -1.480
O -2.357 1.267 -1.849
H -1.079 3.623 -1.742
H -1.747 2.540 -2.397
O -1.397 3.416 -2.641
H 2.274 -2.885 2.854
H 1.434 -3.101 4.116
O 2.151 -3.498 3.607
H 1.925 1.775 0.786
H 1.857 3.242 0.816
O 1.701 2.500 1.405
H 3.131 3.490 -1.277
H 4.309 3.136 -0.190
O 3.401 3.033 -0.482
H 0.807 4.310 -2.115
H 0.854 3.842 -3.400
O 1.524 4.038 -2.721
H 1.066 -4.282 -0.230
H 2.013 -3.910 -1.304
O 1.133 -3.675 -0.979
H 1.990 0.545 -1.225
H 2.860 0.447 0.043
O 1.944 0.501 -0.260
H -0.865 -1.387 -5.095
H -1.913 -1.131 -3.985
O -1.792 -1.508 -4.862
```

## Properties
Highest occupied orbital energy ... -7.786 eV
Calculated total energy ... -1223.19133 hartree
Energy above the lowest of the compared OMol25 structures with the same formula, charge and spin ... 5.216 eV
Kohn-Sham gap ... 7.7 eV
SMILES ... N/C=C(\N)CCCO.O.O.O.O.O.O.O.O.O.O.O
Net charge ... 0

[2]
C5H34NO12 | the ωB97M-V functional and the def2-TZVPD basis

```
52
Properties=species:S:1:pos:R:3
C 0.549 -1.957 0.109
N -0.810 -1.390 -0.077
C -0.521 -0.230 -1.060
C -0.601 0.159 1.950
C -1.435 -0.919 1.086
C -1.751 -2.276 1.921
O -1.390 -2.312 3.234
H 1.216 -1.168 0.619
H 0.825 -2.289 -0.873
H 0.673 -2.791 0.805
H -1.399 0.414 -1.118
H 0.268 0.426 -0.688
H -0.182 -0.643 -2.001
H -1.325 0.843 2.211
H 0.140 -0.271 2.604
H -0.137 0.756 1.123
H -2.413 -0.481 0.859
H -2.839 -2.413 1.898
H -1.467 -3.194 1.387
H -1.371 -3.524 -1.108
H -0.282 -3.509 -2.000
O -1.102 -4.055 -1.905
H -0.465 -2.584 3.260
H 2.258 -1.363 2.561
O 2.163 -2.205 3.051
H -0.100 2.367 2.586
H 0.883 3.423 2.227
O -0.050 3.360 2.659
H 2.018 1.491 0.985
H 0.638 2.494 -2.413
O 2.551 0.476 1.031
H -3.394 2.727 -0.264
H -4.471 1.866 0.488
O -3.938 2.662 0.521
H -3.044 1.294 -2.977
H -1.936 1.397 -4.143
O -2.857 1.453 -3.904
H 2.556 3.135 1.015
H 3.437 0.585 1.364
O 1.725 2.734 0.771
H -0.717 3.358 0.086
H 0.457 2.556 -0.432
O -0.470 2.790 -0.676
H 3.013 -2.256 3.513
H 2.794 -0.841 -0.361
O 3.098 -1.078 -1.251
H 1.108 -0.906 -3.405
H 0.381 -0.687 -4.764
O 0.516 -1.305 -4.043
H 2.055 2.324 -2.255
H 3.790 -0.403 -1.370
O 1.357 1.960 -2.836
```

## Properties
Highest occupied orbital energy (alpha / beta) ... -9.779 / -9.744 eV
Calculated total energy ... -1168.32579 hartree
Kohn-Sham gap (alpha / beta) ... 9.6 / 5.0 eV
Spin multiplicity ... 2
Net charge ... 0
⟨S²⟩ ... 0.755

[3]
C5H34NO12S | the ωB97M-V functional and the def2-TZVPD basis

```
53
Properties=species:S:1:pos:R:3
C 0.086 0.532 2.254
C -0.369 -0.132 0.950
C -0.577 -1.596 1.212
C -1.853 -2.323 0.646
S -2.831 -2.887 2.187
N 0.524 -0.034 -0.275
C 1.039 1.280 -0.646
O 0.310 1.799 -1.642
H -0.329 0.005 3.144
H 1.246 0.221 2.425
H -0.053 1.575 2.463
H -1.320 0.343 0.612
H 0.385 -2.178 1.069
H -0.581 -1.756 2.300
H -1.530 -2.951 -0.098
H -2.562 -1.615 0.092
H -3.273 -1.639 2.533
H 0.202 -0.452 -0.994
H 0.901 1.863 0.253
H 2.203 1.138 -0.918
H 2.868 -2.302 0.253
H 1.651 -3.094 0.180
O 2.580 -3.180 0.503
H -2.894 1.512 -0.143
H -4.485 1.271 0.001
O -3.566 0.855 0.248
H -1.890 3.935 -1.747
H -1.739 4.356 -0.330
O -1.877 4.751 -1.240
H -1.726 0.544 -2.654
H -0.411 0.453 -3.306
O -1.275 -0.031 -3.210
H -1.424 2.480 0.507
H -0.696 2.100 -1.033
O -1.539 2.588 -0.379
H 3.547 -1.120 3.946
H 2.936 -2.049 2.876
O 2.838 -1.139 3.214
H 4.506 -0.076 -0.018
H 5.032 -0.476 -1.333
O 5.116 -0.696 -0.479
H -0.820 -2.485 -2.375
H -1.859 -1.376 -2.126
O -1.761 -2.399 -2.026
H -2.011 0.698 3.335
H -2.768 -0.131 4.235
O -2.390 0.695 4.262
H 0.589 0.848 -4.426
H 1.253 1.732 -3.270
O 1.433 1.114 -3.995
H 3.123 0.255 -3.013
H 2.605 -0.626 -1.833
O 3.436 -0.199 -2.190
```

## Properties
Highest occupied orbital energy ... -5.604 eV
Calculated total energy ... -1566.63926 hartree
Energy above the lowest of the compared OMol25 structures with the same formula, charge and spin ... 5.142 eV
Kohn-Sham gap ... 8.1 eV
Net charge ... -1

[4]
C5H34NO13 | the ωB97M-V functional and the def2-TZVPD basis

```
53
Properties=species:S:1:pos:R:3
C -3.330 0.025 -0.666
N -2.648 -0.377 0.583
C -1.200 -0.044 0.631
C -0.460 -0.238 -0.687
C 1.067 -0.309 -0.512
O 1.596 0.974 -0.249
C -1.059 1.402 1.151
O 0.217 1.590 1.735
H -4.411 0.093 -0.434
H -2.973 1.005 -0.987
H -3.128 -0.659 -1.509
H -2.750 -1.377 0.711
H -0.746 -0.713 1.403
H -0.790 -1.175 -1.174
H -0.698 0.556 -1.407
H 1.323 -0.991 0.342
H 1.552 -0.688 -1.403
H -1.219 2.142 0.364
H -1.808 1.627 1.930
H 0.900 1.437 0.954
H 1.872 -1.715 -3.223
H 2.432 -0.424 -3.862
O 2.426 -1.410 -3.955
H 0.788 0.429 2.732
H 2.139 -0.198 3.084
O 1.217 -0.244 3.363
H -1.489 -0.370 3.591
H -2.572 -1.055 2.770
O -2.102 -1.125 3.620
H 1.181 3.378 -1.806
H 1.061 1.850 -1.194
O 0.724 2.545 -1.967
H -0.797 -2.371 3.640
H 0.636 -1.888 3.500
O 0.101 -2.729 3.467
H 3.153 1.276 -2.829
H 1.736 1.702 -3.108
O 2.503 1.292 -3.574
H -3.341 3.124 -0.257
H -3.710 2.083 0.845
O -3.986 2.903 0.431
H 2.505 -4.690 -0.724
H 1.341 -3.946 -0.082
O 1.860 -4.006 -0.919
H -0.973 2.812 -1.817
H -2.198 2.888 -2.738
O -1.941 3.019 -1.818
H 0.242 -3.627 2.014
H -0.644 -3.691 0.779
O 0.120 -4.141 1.164
H 4.204 0.119 -1.423
H 3.146 1.093 -0.800
O 3.993 1.055 -1.336
```

## Properties
Highest occupied orbital energy ... -6.767 eV
Calculated total energy ... -1243.90099 hartree
Energy above the lowest of the compared OMol25 structures with the same formula, charge and spin ... 0.234 eV
Kohn-Sham gap ... 9.4 eV
Net charge ... -1

[5]
C5H34O14 | the ωB97M-V functional and the def2-TZVPD basis

```
53
Properties=species:S:1:pos:R:3
C 0.000 -0.555 -2.715
O -1.371 -0.853 -2.431
C 0.867 -0.573 -1.467
C 0.319 0.386 -0.406
C -0.589 -0.297 0.650
C 0.130 -0.354 1.952
O 0.630 -1.364 2.407
H -0.026 0.441 -3.161
H 0.358 -1.269 -3.459
H -1.446 -1.724 -1.962
H 1.893 -0.311 -1.743
H 0.922 -1.598 -1.095
H -0.215 1.187 -0.912
H 1.143 0.868 0.090
H -0.879 -1.279 0.316
H -1.488 0.289 0.831
H 0.257 0.581 2.516
H -0.580 -3.387 -0.729
H -2.053 -3.349 -0.409
O -1.447 -3.246 -1.158
H -2.272 -2.848 2.072
H -1.528 -4.103 1.551
O -2.392 -3.650 1.523
H -0.050 3.103 0.955
H 0.968 3.754 0.023
O 0.895 3.389 0.929
H -3.506 0.783 -0.837
H -2.283 0.407 -1.699
O -2.832 1.179 -1.388
H -2.297 3.667 0.662
H -2.140 2.258 -0.062
O -1.845 2.814 0.703
H 3.531 -2.198 -1.118
H 3.554 -1.994 0.427
O 3.378 -2.660 -0.274
H -2.883 -1.361 3.730
H -1.379 -1.638 3.848
O -2.062 -1.416 3.213
H 0.791 -2.781 1.317
H 1.757 -3.435 0.349
O 0.818 -3.500 0.654
H 1.465 3.672 -2.305
H -0.057 3.877 -2.009
O 0.854 4.113 -1.703
H 3.656 2.472 1.881
H 2.254 2.378 1.180
O 3.098 1.894 1.348
H 3.583 0.179 1.426
H 3.135 -1.009 2.302
O 3.793 -0.751 1.645
H -2.289 3.673 -3.157
H -2.338 2.720 -1.935
O -1.800 3.417 -2.366
```

## Properties
Highest occupied orbital energy ... -10.308 eV
Calculated total energy ... -1264.33286 hartree
Energy above the lowest of the compared OMol25 structures with the same formula, charge and spin ... 0.000 eV
Kohn-Sham gap ... 10.3 eV
Net charge ... 0